[1]
Density functional theory data (wB97M-V/def2-TZVPD) for a molecular structure, C39H54KN6P2S at a distorted geometry.

```
103
Properties=species:S:1:pos:R:3:lowdin_charge:R:1
K -1.659 2.035 -0.687 0.658
C -3.429 5.359 -1.010 -0.162
C -4.072 4.450 -2.063 -0.218
N -3.212 3.328 -2.459 -0.131
C -2.225 3.706 -3.473 -0.216
C -1.255 2.565 -3.778 -0.218
N -0.276 2.329 -2.721 -0.178
C 0.954 3.124 -2.814 -0.199
C 1.012 4.303 -1.833 -0.167
C 1.438 3.925 -0.414 -0.203
N 0.448 3.106 0.301 -0.138
C -0.072 3.721 1.518 -0.217
C -1.225 4.675 1.224 -0.208
N -2.429 3.947 0.816 -0.156
C -3.531 4.838 0.429 -0.211
H -3.922 6.331 -1.060 0.117
H -2.379 5.526 -1.263 0.095
H -4.349 5.057 -2.936 0.117
H -4.997 4.040 -1.653 0.118
H -3.808 2.623 -2.883 0.115
H -1.667 4.572 -3.114 0.105
H -2.715 4.006 -4.410 0.125
H -0.761 2.795 -4.732 0.118
H -1.838 1.648 -3.914 0.114
H -0.032 1.342 -2.733 0.027
H 1.073 3.515 -3.832 0.114
H 1.809 2.471 -2.619 0.122
H 0.032 4.785 -1.796 0.089
H 1.730 5.038 -2.211 0.117
H 1.630 4.845 0.148 0.118
H 2.392 3.391 -0.474 0.120
H 0.882 2.227 0.554 0.012
H 0.702 4.284 2.056 0.123
H -0.419 2.934 2.194 0.106
H -0.925 5.348 0.416 0.114
H -1.415 5.293 2.112 0.127
H -2.735 3.431 1.638 0.108
H -3.590 5.695 1.113 0.117
H -4.466 4.281 0.533 0.119
C 1.889 -2.428 -3.112 -0.042
N 0.630 -2.637 -3.777 -0.160
C 0.523 -3.495 -4.950 -0.103
C -0.979 -3.463 -5.278 -0.121
N -1.482 -2.481 -4.323 0.017
C -0.549 -2.095 -3.426 -0.799
S -0.844 -1.112 -2.109 0.688
H 2.276 -3.368 -2.712 0.085
H 1.732 -1.729 -2.294 0.041
H 2.627 -2.014 -3.803 0.099
H 0.876 -4.501 -4.717 0.125
H 1.133 -3.105 -5.768 0.126
H -1.446 -4.437 -5.129 0.119
H -1.169 -3.140 -6.300 0.117
H -2.458 -2.370 -4.119 0.132
C 1.569 -1.713 0.728 -0.517
P 0.379 -0.283 0.857 0.989
C 0.928 0.520 2.421 -0.424
C 2.166 1.166 2.351 -0.148
C 2.657 1.886 3.426 -0.072
C 1.907 1.981 4.591 -0.077
C 0.674 1.353 4.670 -0.075
C 0.181 0.633 3.589 -0.108
C -1.230 -1.020 1.309 -0.408
C -1.504 -2.383 1.325 -0.092
C -2.793 -2.843 1.553 -0.060
C -3.831 -1.950 1.763 -0.071
C -3.576 -0.586 1.742 -0.074
C -2.290 -0.129 1.503 -0.165
P 2.440 -2.395 2.249 1.061
C 1.164 -3.573 2.855 -0.394
C 0.385 -3.132 3.926 -0.117
C -0.647 -3.912 4.422 -0.080
C -0.900 -5.158 3.868 -0.087
C -0.101 -5.627 2.835 -0.079
C 0.928 -4.843 2.333 -0.092
C 3.634 -3.496 1.384 -0.394
C 4.859 -3.694 2.017 -0.106
C 5.844 -4.482 1.440 -0.078
C 5.621 -5.077 0.207 -0.081
C 4.405 -4.888 -0.435 -0.084
C 3.421 -4.104 0.146 -0.124
H 2.377 -1.351 0.086 0.036
H 1.058 -2.498 0.172 0.018
H 2.758 1.087 1.443 0.107
H 3.622 2.372 3.363 0.109
H 2.285 2.542 5.436 0.107
H 0.093 1.429 5.581 0.108
H -0.778 0.136 3.666 0.100
H -0.717 -3.108 1.173 0.084
H -2.979 -3.909 1.573 0.110
H -4.835 -2.313 1.943 0.107
H -4.379 0.119 1.917 0.107
H -2.102 0.942 1.471 0.050
H 0.604 -2.172 4.376 0.090
H -1.249 -3.553 5.248 0.108
H -1.706 -5.771 4.252 0.106
H -0.271 -6.615 2.426 0.106
H 1.552 -5.228 1.537 0.095
H 5.041 -3.221 2.976 0.096
H 6.789 -4.629 1.946 0.107
H 6.389 -5.685 -0.253 0.106
H 4.220 -5.361 -1.392 0.102
H 2.477 -3.976 -0.371 0.079
```

The calculation puts the energy above the lowest of the compared OMol25 structures with the same formula, charge and spin at 12.86 kcal per mole. Its electronic energy is -95994.8935 eV. The net charge is +1.

---

[2]
Density functional theory data (wB97M-V/def2-TZVPD) for a molecular structure, C39H54MgN4O10P2SiTe at a distorted geometry.

```
112
Properties=species:S:1:pos:R:3:lowdin_charge:R:1
Mg 0.804 0.940 0.662 0.586
O 0.801 4.844 -2.448 0.100
C 0.651 3.724 -1.697 -0.470
O -0.399 3.152 -1.621 0.125
C 1.945 3.324 -1.037 -0.114
O 1.799 2.844 0.261 -0.163
C 1.137 3.734 1.144 -0.088
C -0.383 3.455 1.175 -0.642
O -1.174 4.400 1.170 0.010
O -0.667 2.236 1.244 -0.095
H -0.042 5.037 -2.885 0.118
H 2.337 2.478 -1.612 0.127
H 2.637 4.182 -1.080 0.144
H 1.517 3.472 2.140 0.118
H 1.363 4.781 0.899 0.137
O 1.287 0.415 -1.373 -0.308
Si 0.987 0.006 -2.835 0.437
C 2.402 -0.990 -3.666 -0.203
C 3.199 -1.808 -2.872 -0.084
C 4.166 -2.627 -3.425 -0.102
C 4.361 -2.642 -4.796 -0.122
C 3.588 -1.825 -5.604 -0.112
C 2.619 -1.015 -5.038 -0.111
C 0.642 1.481 -4.011 -0.213
C 1.680 2.216 -4.575 -0.106
C 1.443 3.354 -5.327 -0.104
C 0.145 3.793 -5.523 -0.121
C -0.906 3.082 -4.962 -0.097
C -0.653 1.944 -4.219 -0.108
C -0.447 -1.231 -3.163 -0.202
C -1.069 -1.365 -4.400 -0.107
C -2.044 -2.320 -4.626 -0.108
C -2.412 -3.182 -3.606 -0.111
C -1.807 -3.066 -2.366 -0.096
C -0.837 -2.101 -2.152 -0.089
H 3.044 -1.786 -1.803 0.105
H 4.770 -3.263 -2.789 0.095
H 5.111 -3.290 -5.235 0.088
H 3.739 -1.830 -6.679 0.090
H 2.016 -0.385 -5.678 0.092
H 2.699 1.888 -4.416 0.105
H 2.269 3.908 -5.756 0.096
H -0.050 4.690 -6.098 0.092
H -1.924 3.428 -5.095 0.099
H -1.476 1.407 -3.771 0.097
H -0.791 -0.702 -5.210 0.094
H -2.523 -2.391 -5.598 0.091
H -3.166 -3.940 -3.782 0.089
H -2.094 -3.732 -1.563 0.082
H -0.379 -2.000 -1.180 0.092
C 3.023 -3.463 2.847 -0.097
C 3.494 -3.124 4.254 -0.327
O 2.800 -2.052 4.838 -0.385
P 2.893 -0.489 4.348 0.261
O 2.254 1.738 3.040 -0.204
Te 2.015 0.585 6.212 0.247
O 4.580 -0.457 4.239 -0.322
C 5.189 0.438 3.358 -0.342
C 5.378 1.808 3.996 -0.096
H 3.690 -4.194 2.386 0.061
H 3.000 -2.545 2.265 0.041
H 2.011 -3.858 2.882 0.063
H 4.567 -2.896 4.242 0.098
H 3.331 -3.974 4.936 0.107
H 4.590 0.544 2.440 0.098
H 6.161 -0.011 3.096 0.107
H 4.390 2.227 4.171 0.044
H 5.931 2.465 3.328 0.062
H 5.912 1.718 4.943 0.066
O -0.494 -0.562 0.924 -0.264
P -1.901 -0.526 1.335 0.620
N -2.986 0.434 0.489 -0.165
C -2.609 0.652 -0.910 -0.183
C -3.417 1.877 -1.361 -0.158
C -4.395 2.115 -0.213 -0.169
C -3.560 1.681 0.981 -0.196
N -2.553 -2.042 0.967 -0.182
C -1.859 -3.186 1.532 -0.208
C -2.971 -4.148 1.951 -0.173
C -4.040 -3.877 0.895 -0.179
C -3.933 -2.365 0.667 -0.216
N -2.058 -0.382 2.986 -0.157
C -3.301 -0.561 3.716 -0.211
C -3.005 -0.001 5.108 -0.172
C -2.015 1.121 4.807 -0.162
C -1.139 0.476 3.741 -0.193
H -2.862 -0.245 -1.487 0.107
H -1.536 0.838 -1.009 0.089
H -3.921 1.705 -2.311 0.101
H -2.754 2.733 -1.459 0.094
H -5.269 1.465 -0.314 0.103
H -4.724 3.149 -0.135 0.106
H -4.154 1.511 1.881 0.100
H -2.792 2.433 1.186 0.098
H -1.233 -2.864 2.367 0.115
H -1.209 -3.647 0.777 0.109
H -3.343 -3.886 2.943 0.098
H -2.648 -5.189 1.971 0.103
H -5.040 -4.185 1.205 0.101
H -3.785 -4.407 -0.024 0.094
H -4.632 -1.818 1.314 0.102
H -4.167 -2.108 -0.371 0.100
H -3.574 -1.621 3.748 0.098
H -4.142 -0.022 3.259 0.093
H -2.509 -0.759 5.715 0.111
H -3.906 0.329 5.627 0.100
H -1.435 1.428 5.676 0.089
H -2.539 1.987 4.397 0.112
H -0.360 -0.136 4.208 0.076
H -0.658 1.195 3.085 0.089
N 2.312 -0.495 2.819 -0.134
C 1.992 0.717 2.370 -0.599
```

Its electronic energy is -106959.2235 eV. The net charge is -2.

---

[3]
Density functional theory data (wB97M-V/def2-TZVPD) for a molecular structure, C39H54N2O2SSeV at a distorted geometry.

```
100
Properties=species:S:1:pos:R:3:lowdin_charge:R:1
V -1.052 -1.540 -1.010 0.830
C 4.335 3.507 -3.300 -0.021
C 3.587 3.618 -1.960 -0.552
C 4.597 3.747 -0.808 -0.023
C 2.707 4.868 -1.987 -0.051
C 2.771 2.350 -1.757 -0.110
C 1.371 2.369 -1.651 -0.005
C 0.719 1.180 -1.453 -0.356
Se -1.175 1.066 -1.082 1.375
C -1.051 1.061 0.859 -0.339
C -0.944 2.240 1.548 -0.008
C -0.877 2.197 2.947 -0.111
C -0.955 0.945 3.552 0.060
C -1.090 -0.271 2.883 -0.058
C -1.129 -0.185 1.492 -0.236
O -1.285 -1.240 0.624 -0.220
C -1.155 -1.563 3.708 -0.527
C -2.378 -1.485 4.638 -0.017
C 0.131 -1.674 4.541 -0.018
C -1.279 -2.834 2.864 -0.051
C -0.731 3.452 3.796 -0.551
C 0.572 3.342 4.607 -0.022
C -1.931 3.548 4.752 -0.022
C -0.675 4.718 2.941 -0.052
C 1.393 -0.045 -1.372 -0.239
O 0.534 -1.100 -1.188 -0.229
C 2.779 -0.116 -1.473 -0.056
C 3.411 1.115 -1.663 0.064
C 3.624 -1.391 -1.413 -0.527
C 4.374 -1.541 -2.747 -0.017
C 2.805 -2.663 -1.179 -0.054
C 4.630 -1.256 -0.258 -0.017
H 4.903 4.420 -3.475 0.102
H 3.637 3.379 -4.129 0.097
H 5.037 2.673 -3.307 0.085
H 5.161 4.673 -0.924 0.102
H 5.316 2.927 -0.795 0.084
H 4.091 3.779 0.159 0.095
H 3.337 5.745 -2.120 0.101
H 2.161 5.002 -1.050 0.089
H 1.997 4.851 -2.817 0.094
H 0.820 3.297 -1.710 0.117
H -0.916 3.183 1.017 0.115
H -0.914 0.908 4.632 0.120
H -2.304 -0.657 5.341 0.090
H -2.453 -2.404 5.220 0.103
H -3.302 -1.366 4.068 0.094
H 0.250 -0.837 5.227 0.089
H 1.014 -1.715 3.900 0.097
H 0.101 -2.585 5.138 0.102
H -2.211 -2.865 2.294 0.080
H -1.284 -3.693 3.535 0.105
H -0.429 -2.958 2.188 0.075
H 0.556 2.496 5.294 0.085
H 0.706 4.246 5.200 0.101
H 1.438 3.237 3.949 0.095
H -1.970 2.708 5.446 0.085
H -2.872 3.585 4.202 0.097
H -1.851 4.459 5.345 0.102
H 0.181 4.713 2.263 0.088
H -0.567 5.583 3.592 0.101
H -1.592 4.861 2.364 0.094
H 4.488 1.105 -1.753 0.121
H 3.680 -1.623 -3.586 0.096
H 4.986 -2.443 -2.723 0.103
H 5.038 -0.699 -2.938 0.090
H 2.092 -2.850 -1.988 0.076
H 2.281 -2.635 -0.220 0.081
H 3.488 -3.512 -1.152 0.106
H 5.299 -0.407 -0.395 0.089
H 5.246 -2.154 -0.207 0.103
H 4.119 -1.135 0.699 0.098
N -1.157 -1.508 -3.205 0.037
C -2.544 -1.425 -3.653 -0.221
C -2.923 -1.338 -4.965 0.041
C -4.291 -1.276 -5.299 -0.003
C -5.245 -1.305 -4.318 0.033
C -4.869 -1.390 -2.957 -0.117
C -5.797 -1.413 -1.893 0.076
C -5.347 -1.491 -0.599 0.017
C -3.976 -1.531 -0.355 -0.050
N -3.060 -1.519 -1.326 -0.037
C -3.500 -1.446 -2.631 -0.177
H -0.724 -2.355 -3.579 0.105
H -0.619 -0.742 -3.614 0.132
H -2.178 -1.319 -5.751 0.141
H -4.578 -1.207 -6.339 0.134
H -6.296 -1.262 -4.570 0.141
H -6.858 -1.366 -2.108 0.149
H -6.030 -1.512 0.238 0.135
H -3.609 -1.577 0.662 0.124
C -0.175 -5.029 -0.172 -0.286
S -0.842 -4.073 -1.554 0.872
C -2.438 -4.876 -1.828 -0.286
H 0.177 -5.978 -0.572 0.074
H -0.947 -5.186 0.577 0.060
H 0.662 -4.480 0.252 0.042
H -2.935 -5.051 -0.876 0.065
H -2.244 -5.818 -2.337 0.072
H -3.051 -4.240 -2.463 0.042
```

The calculation puts the energy above the lowest of the compared OMol25 structures with the same formula, charge and spin at 0.00 kcal per mole. Its electronic energy is -150240.4440 eV. The net charge is +3.